The following is a quantum chemistry calculation of a structure of composition C27H28F3GeO2S3V in a non-equilibrium geometry, from the Open Molecules 2025 dataset.

Each line ends with the Mulliken spin population.
Geometry (Å):
C 0.872 2.790 -2.680  0.012
H 6.876 -2.298 0.748  0.000
H -4.757 2.008 -3.737  0.001
O 0.523 4.873 -1.521  0.002
C 0.197 -0.531 -1.260  0.012
C 0.412 3.067 2.377  -0.001
H 3.202 -1.054 2.532  0.000
H -0.411 -5.193 1.534  0.000
H -4.310 -1.002 -0.862  -0.002
H -5.156 1.121 -1.318  -0.003
F 1.639 3.415 -3.577  0.000
H 0.857 -3.475 0.289  -0.001
H 3.512 1.385 0.843  0.000
C 1.424 1.182 1.253  0.046
H -3.645 -1.763 0.611  -0.001
H 3.710 3.606 1.892  0.000
C -0.327 -1.555 2.777  -0.002
H -4.789 2.839 -1.567  0.002
H -1.645 0.232 -3.114  -0.018
C -3.622 0.378 0.646  0.007
C -1.047 -2.510 3.477  0.001
S -3.022 1.775 -0.406  -0.020
H -3.027 2.028 -3.317  -0.003
O -0.475 3.002 -0.781  -0.014
S -3.956 -0.179 -3.609  0.000
H -2.929 0.383 1.492  -0.001
H 1.721 4.696 2.863  0.000
V -0.779 1.111 -0.950  1.014
C 2.641 1.851 1.290  0.010
H 3.436 -1.583 -1.686  0.000
C -1.088 -3.817 3.027  0.000
H -2.904 -2.316 -2.120  0.001
C 5.835 -2.016 0.653  0.000
C 3.774 -1.318 1.652  -0.002
H -4.610 0.698 0.995  0.004
C -3.995 1.573 -3.086  0.014
S -1.515 -1.003 -0.677  -0.028
Ge 1.261 -0.606 0.372  -0.026
C -2.006 -1.727 -2.300  0.000
C -0.389 -4.169 1.885  0.000
C 3.898 -1.611 -0.707  0.000
H 5.562 -1.704 2.755  0.000
H -1.193 -2.395 -2.594  0.000
C 5.228 -1.981 -0.589  0.000
H 5.801 -2.229 -1.472  0.000
H -0.658 1.324 1.757  0.000
C 3.154 -1.269 0.410  -0.001
C 0.241 3.688 -1.523  -0.008
H -0.300 -0.533 3.131  0.001
H -1.590 -2.234 4.373  0.000
C 0.322 -3.209 1.193  -0.002
C -4.391 1.824 -1.640  -0.007
H 0.596 -0.943 -2.190  0.011
H -1.875 -1.036 -4.348  0.001
C -2.215 -0.673 -3.374  0.014
H -0.462 3.543 2.800  0.000
C 0.310 1.815 1.797  -0.018
C -3.568 -0.922 -0.072  -0.003
F -0.124 2.175 -3.400  0.000
C 2.751 3.104 1.870  -0.003
H -1.677 -4.557 3.556  0.000
C 5.099 -1.687 1.779  0.000
C 0.348 -1.885 1.613  0.008
F 1.619 1.779 -2.180  0.002
C 1.636 3.716 2.413  0.004

⟨S²⟩   0.76
E   -155407.8505 eV
HOMO level (spin up / spin down)   -2.87 / -2.52 eV
Charge   -1
Lowest unoccupied orbital energy (spin up / spin down)   2.58 / 2.57 eV
F_max   2.7 eV Å⁻¹
Relative energy (zero: lowest compared OMol25 entry of this formula, charge and spin)   39.2 kcal per mole
2S+1   2

=====

The following is a quantum chemistry calculation of the molecule C4H8OS2 in a non-equilibrium geometry, from the Open Molecules 2025 dataset.

Each line ends with the natural charge from an NBO analysis.
Geometry (Å):
S -1.018 1.395 0.334  0.151
C 0.725 -0.064 -1.095  -0.114
H 1.627 0.496 -0.966  0.189
H 1.078 -0.984 -1.447  0.201
H 0.202 2.468 -1.538  0.179
H 1.445 -2.926 0.359  0.213
C -0.146 -0.220 0.091  -0.528
H 0.645 -3.132 1.964  0.235
H -1.035 -0.935 -0.046  0.236
C -0.594 1.711 -1.464  -0.181
S 0.710 -0.852 1.446  0.253
H -1.526 1.970 -2.025  0.210
H -0.296 -2.875 0.505  0.217
O -0.142 0.544 -2.080  -0.511
C 0.670 -2.613 1.028  -0.749

E   -27994.4811 eV
HOMO level   -8.65 eV
Charge   0
Lowest unoccupied orbital energy   0.81 eV
F_max   2.7 eV Å⁻¹
Relative energy (zero: lowest compared OMol25 entry of this formula, charge and spin)   28.1 kcal per mole

=====

The following is a quantum chemistry calculation of a structure of composition C32H28AsBCl2F11N2O4S3SbTa in a non-equilibrium geometry, from the Open Molecules 2025 dataset.

Each line ends with the Mulliken spin population.
Geometry (Å):
F -2.268 -0.848 -1.332  -0.002
C 3.101 -0.426 -1.307  0.064
O -0.387 0.059 1.600  -0.028
F -2.407 2.133 -5.683  0.000
C 3.833 -2.371 2.710  -0.009
C 5.647 -1.503 4.228  0.000
F -0.907 1.147 -0.884  -0.027
C -0.648 -3.976 -0.398  0.001
H -0.292 -6.582 2.453  0.000
H 0.004 2.780 3.030  0.000
C -0.174 6.889 -3.238  0.000
F 4.419 1.577 -1.262  0.011
C -0.419 -5.852 1.646  -0.001
H -2.827 4.914 3.786  0.000
C -1.129 -5.703 -2.004  0.000
H -0.854 -7.363 0.257  0.000
F -3.921 0.802 -3.603  0.000
F 0.310 -0.946 -2.329  0.000
H -3.123 2.212 4.534  0.000
B -2.594 3.653 -0.992  0.000
C -0.829 6.294 -4.314  0.000
C -1.032 -3.409 -2.593  -0.001
S -0.103 -1.245 2.319  -0.002
H -2.204 4.814 -5.027  0.000
C 1.620 -1.411 2.821  0.015
C -0.319 -4.478 1.943  0.005
H -0.201 4.233 1.953  0.000
C 3.298 -0.662 4.340  0.000
H -4.092 4.715 2.474  0.000
Ta -0.493 -0.737 -0.601  0.079
F -2.243 -0.734 -5.062  0.000
N -0.377 -2.168 0.971  0.002
Cl -6.235 0.055 1.075  0.000
H -0.046 2.527 1.253  0.002
C -0.421 -3.572 0.925  0.000
H 2.185 -3.013 1.505  -0.002
C -3.026 1.726 3.533  0.000
C -0.785 -5.383 -0.700  0.002
Cl -3.684 -1.561 1.392  0.000
C 1.996 -0.590 3.897  0.015
H 0.561 7.667 -3.436  0.000
S -3.689 2.769 0.302  0.000
H -2.507 5.530 2.101  0.000
C -0.688 -6.288 0.366  0.004
C 4.165 0.365 -1.815  0.095
C 2.517 -2.302 2.243  0.006
F 5.954 0.755 -3.269  -0.003
As -2.370 2.981 2.193  0.000
C 4.807 -1.364 -3.316  0.157
O -1.552 4.539 -0.685  -0.001
C 4.221 -1.547 3.763  0.004
S 1.942 0.204 -0.194  0.533
C -2.052 4.832 -2.847  0.000
C -4.919 -0.889 0.283  0.000
C -1.352 5.357 -1.811  0.000
C -3.018 4.778 2.719  0.000
C -0.416 3.145 2.081  -0.001
O -0.934 -1.459 3.481  -0.003
C 4.989 -0.085 -2.826  -0.026
F 3.612 -3.390 -3.420  -0.002
H 3.584 -0.017 5.150  0.000
C -1.758 5.262 -4.135  0.000
Sb -2.046 0.973 -4.196  0.001
H 4.528 -3.043 2.256  0.001
H -2.315 0.885 3.509  0.000
H 6.021 -2.467 4.633  0.000
H -1.112 -2.652 -3.371  0.001
N -0.714 -2.987 -1.329  0.000
H -1.331 -6.723 -2.232  0.000
H -0.171 -4.158 2.965  0.000
H -0.630 6.640 -5.327  0.000
H 0.083 6.875 -1.104  0.000
C 3.115 -1.780 -1.719  0.092
H 5.710 -0.712 4.988  0.000
C -0.456 6.423 -1.928  0.000
H -5.370 -1.727 -0.256  0.000
F 5.493 -1.746 -4.432  0.022
O -2.818 3.769 -2.391  0.000
H -4.012 1.408 3.120  0.000
H 1.274 0.062 4.349  0.001
C -1.260 -4.714 -2.965  0.000
C 3.830 -2.199 -2.815  -0.016
H -1.586 -4.881 -3.999  0.000
H 6.307 -1.196 3.399  0.000
H -4.424 -0.212 -0.413  0.000
F 2.419 -2.680 -0.984  0.011

⟨S²⟩   0.77
E   -201850.0421 eV
HOMO level (spin up / spin down)   -13.12 / -13.11 eV
Charge   +2
Lowest unoccupied orbital energy (spin up / spin down)   -6.49 / -9.13 eV
F_max   3.3 eV Å⁻¹
Relative energy (zero: lowest compared OMol25 entry of this formula, charge and spin)   0.0 kcal per mole
2S+1   2

=====

The following is a quantum chemistry calculation of the molecule C12H11N3 in a non-equilibrium geometry, from the Open Molecules 2025 dataset.

Each line ends with the natural charge from an NBO analysis.
Geometry (Å):
C -2.682 -1.191 0.129  -0.195
C 3.590 -0.566 0.735  0.040
H -3.157 1.463 2.122  0.213
N 3.056 -0.890 -0.327  -0.390
C 0.276 0.154 -2.394  -0.590
N 1.815 2.654 -0.652  -0.303
C -3.363 -0.214 0.906  -0.208
C -1.374 1.200 0.798  -0.185
C -2.573 0.834 1.377  -0.183
H -1.020 -1.572 -1.077  0.209
C 1.535 -0.623 -0.149  0.082
C 0.357 0.571 -0.870  -0.091
H 2.616 0.041 2.842  0.213
C -0.824 0.324 -0.080  -0.040
H -3.270 -2.061 -0.226  0.218
N 1.394 -0.352 1.186  -0.420
C 2.545 -0.229 1.808  0.019
H -4.187 -0.318 1.492  0.211
C 1.128 1.748 -0.833  0.275
H -0.820 2.120 1.010  0.232
H 4.613 -0.837 1.037  0.202
C -1.492 -0.864 -0.390  -0.214
H 1.045 0.771 -2.953  0.240
H 0.571 -0.828 -2.544  0.214
H -0.761 0.225 -2.595  0.226
H 0.981 -1.558 -0.355  0.224

E   -17088.8573 eV
HOMO level   -9.24 eV
Charge   0
Lowest unoccupied orbital energy   -0.28 eV
F_max   5.7 eV Å⁻¹
Relative energy (zero: lowest compared OMol25 entry of this formula, charge and spin)   94.6 kcal per mole

=====

The following is a quantum chemistry calculation of a structure of composition C29H29Br2Cl2N5O3Ru, from the Open Molecules 2025 dataset.

Each line ends with the Mulliken spin population.
Geometry (Å):
C 0.511 -1.123 2.433  0.018
C 0.668 -5.547 -1.917  -0.031
H 1.461 -1.644 4.756  0.000
C -1.341 3.492 -1.023  0.015
Br -1.427 -7.414 -1.969  0.007
H 3.684 -1.322 1.634  0.000
H 2.389 -2.395 1.093  0.006
C 1.255 -4.272 -1.789  0.066
H 5.138 3.790 0.171  0.005
C -3.707 -0.967 -0.813  0.027
H -1.966 -0.369 2.719  0.000
C 3.153 4.031 -0.545  0.132
C -0.684 -5.708 -1.781  0.052
H -3.734 -0.715 0.249  0.002
C -2.919 -4.619 -1.378  0.033
C -1.056 3.142 0.421  0.002
N 1.827 -0.846 2.401  0.005
H 5.242 1.396 -0.482  0.001
N -1.607 -2.185 -1.115  0.047
C -1.517 -4.590 -1.504  -0.024
C -2.943 3.682 -2.834  0.015
N -0.160 -0.981 3.598  0.015
C 2.092 2.028 -1.498  0.110
H 1.195 5.219 -1.353  -0.016
H 2.806 0.995 2.433  0.002
H 0.093 4.782 -3.838  -0.003
H 2.535 -0.784 0.392  0.014
H -2.079 -1.895 3.635  -0.001
H -3.957 3.560 -3.190  0.000
C 4.339 1.966 -0.657  0.231
H -3.446 -5.559 -1.476  0.002
C -3.610 -3.459 -1.157  -0.008
C -0.682 4.371 -3.203  0.021
H -1.966 3.285 1.004  -0.001
Cl 3.091 5.681 -0.122  0.039
N -0.087 -1.563 1.330  0.162
H -4.731 -1.094 -1.158  0.002
C -1.613 -0.905 3.600  0.002
H 3.199 -0.055 3.810  0.000
C -1.971 4.210 -3.676  -0.004
O 0.973 -1.928 -1.394  0.119
H -0.276 3.767 0.853  0.000
H -3.399 2.962 -0.870  0.000
C -2.629 3.341 -1.530  -0.005
C 0.484 -3.171 -1.514  0.019
H 1.631 0.771 3.721  0.001
C -0.382 3.979 -1.905  -0.027
C 1.986 3.428 -1.167  0.163
C 2.401 0.272 3.143  -0.002
Cl 0.813 1.167 -2.294  0.030
H -1.933 -0.355 4.483  0.000
H 0.454 -0.414 5.546  0.001
C 4.291 3.307 -0.294  -0.053
H -4.688 -3.467 -1.086  0.002
C -0.903 -3.341 -1.364  -0.032
H -3.250 -0.128 -1.332  -0.010
H 1.295 -6.401 -2.129  0.000
H -2.215 4.504 -4.687  0.001
H 3.298 0.298 -1.567  0.005
C 0.445 -1.288 4.894  -0.001
O 0.544 1.397 0.802  0.054
H -0.131 -2.078 5.376  0.001
C 3.239 1.336 -1.265  0.000
O -1.462 0.809 0.087  -0.022
Br 3.102 -4.089 -1.991  0.007
C -2.937 -2.231 -1.035  0.013
Ru -0.243 -0.663 -0.594  2.460
C 2.644 -1.362 1.315  -0.008
C -0.617 1.703 0.504  -0.014
N 0.973 4.231 -1.460  0.356
H -0.988 -1.973 1.553  -0.001

⟨S²⟩   6.05
E   -211834.5533 eV
HOMO level (spin up / spin down)   -12.78 / -12.94 eV
Charge   +2
Lowest unoccupied orbital energy (spin up / spin down)   -5.53 / -8.86 eV
F_max   0.6 eV Å⁻¹
Relative energy (zero: lowest compared OMol25 entry of this formula, charge and spin)   3.7 kcal per mole
2S+1   5

=====

The following is a quantum chemistry calculation of the molecule C4H4FN in a non-equilibrium geometry, from the Open Molecules 2025 dataset.

Each line ends with the natural charge from an NBO analysis.
Geometry (Å):
H 0.159 0.238 -2.366  0.245
C 0.268 0.644 -1.292  -0.674
H -0.292 1.615 -1.293  0.240
H -1.540 -0.150 -0.374  0.246
N -1.077 -1.633 2.719  -0.233
H 1.377 0.920 -1.128  0.254
C -0.470 -0.993 1.987  0.186
C -0.384 -0.077 -0.204  -0.123
F 1.774 -0.196 0.981  -0.380
C 0.185 -0.368 0.969  0.240

E   -8417.8422 eV
HOMO level   -10.42 eV
Charge   0
Lowest unoccupied orbital energy   0.00 eV
F_max   5.5 eV Å⁻¹
Relative energy (zero: lowest compared OMol25 entry of this formula, charge and spin)   45.1 kcal per mole

=====

The following is a quantum chemistry calculation of the molecule C4H4Cl4 in a non-equilibrium geometry, from the Open Molecules 2025 dataset.

Each line ends with the natural charge from an NBO analysis.
Geometry (Å):
Cl 0.329 2.663 0.191  0.031
Cl -2.603 -0.027 0.321  -0.062
H -0.546 0.848 1.785  0.249
H -0.059 -1.268 -1.510  0.235
Cl 2.284 0.356 -1.084  0.034
H -0.893 0.630 -1.331  0.245
C -0.165 1.079 0.741  -0.217
C -0.938 0.301 -0.261  -0.253
C -0.129 -1.025 -0.407  -0.496
H -0.581 -1.706 0.332  0.256
Cl 2.093 -1.389 1.184  0.055
C 1.208 -0.464 0.041  -0.075

E   -54299.9730 eV
HOMO level   -8.79 eV
Charge   0
Lowest unoccupied orbital energy   0.00 eV
F_max   3.3 eV Å⁻¹
Relative energy (zero: lowest compared OMol25 entry of this formula, charge and spin)   47.7 kcal per mole

=====

The following is a quantum chemistry calculation of a cluster of 2 separate species, C5H13NO2 in total in a non-equilibrium geometry, from the Open Molecules 2025 dataset.

Each line ends with the natural charge from an NBO analysis.
Geometry (Å):
H 3.283 0.336 1.019  0.261
O -2.723 -0.799 0.450  -1.275
H 2.038 1.473 0.577  0.256
C -0.164 0.352 1.523  0.074
N -0.447 0.538 -0.977  -0.516
H -1.403 0.213 -2.804  0.204
H 3.152 0.972 -0.617  0.278
H -2.112 -0.609 -1.543  0.291
H -0.048 -0.396 2.320  0.172
H 0.646 1.054 1.756  0.144
H -2.005 0.480 1.079  0.531
H -3.674 -0.801 0.586  0.440
C 1.622 -0.495 -0.062  0.225
C -1.113 -0.387 -1.932  -0.470
C 2.577 0.588 0.233  -0.730
H 0.393 0.725 -1.526  0.321
H -0.540 -1.269 -2.215  0.167
C 0.238 -0.356 0.091  -0.251
H -0.419 -1.214 0.195  0.299
O -1.285 1.050 1.541  -0.629
H 1.983 -1.456 0.307  0.207

E   -10974.2301 eV
HOMO level   -7.39 eV
Charge   0
Lowest unoccupied orbital energy   -3.19 eV
F_max   3.8 eV Å⁻¹
Relative energy (zero: lowest compared OMol25 entry of this formula, charge and spin)   176.4 kcal per mole